1.
115
Properties=species:S:1:pos:R:3:forces:R:3 method="wB97M-V/def2-TZVPD" homo_lumo_gap_ev=3.357 total_charge=-1 mol_weight_da=810.01 e_homo_ev=-3.80 total_energy_ha=-2999.83065
C 8.8609 -4.1883 1.2607 -0.1473 0.0202 -0.3128
C 8.4990 -3.5889 -0.1123 0.4128 -0.0294 0.1539
C 9.2993 -2.3256 -0.4702 -0.2385 -0.2843 -0.1943
C 8.5150 -1.3448 -1.3350 -0.0507 0.1259 0.2521
C 7.5177 -0.4964 -0.5487 -0.1720 0.1430 -0.2933
C 7.1074 0.7809 -1.2860 0.0886 -0.2481 0.2257
C 6.3841 1.7966 -0.3864 0.2273 0.3345 -0.4877
C 5.0979 2.3967 -0.9855 -0.0921 -0.2681 0.5448
C 3.8167 1.8980 -0.3049 0.0851 -0.1970 -0.4010
C 2.6484 2.8577 -0.4857 0.4220 0.1082 0.1917
C 1.3893 2.5561 0.3269 -0.3383 -0.0881 -0.2056
C 1.0433 1.0693 0.5251 0.5998 0.0253 0.0056
C 1.6853 0.4400 1.7939 0.2886 -0.4426 -0.0692
C 0.8823 -0.6062 2.5831 -1.4753 1.5884 -0.5603
C 0.1884 -1.6148 1.6510 0.0530 -0.4963 0.7157
C -1.3344 -1.6069 1.5156 -0.1381 -0.7298 -0.6520
C -1.8142 -2.6170 0.4355 0.2713 0.2016 0.3889
C -2.8065 -2.0215 -0.5591 0.1824 -0.1442 -0.3735
C -2.8453 -2.7308 -1.9405 -0.5978 0.0157 0.9435
C -4.2534 -3.2382 -2.2743 0.1539 0.3905 -0.6694
C -5.0937 -2.1851 -3.0244 0.1310 -0.0562 0.1674
S -0.1547 0.2419 3.6215 1.4885 -1.1254 0.3862
O -1.0602 -0.5877 4.3689 -0.4696 -0.1239 -0.1525
O 0.5677 1.2318 4.3856 0.0446 0.5581 0.0706
F -1.1855 1.2466 2.7775 -0.2994 0.1506 -0.1308
H 8.0190 -4.1238 1.9437 -0.0008 0.0144 0.1778
H 9.1383 -5.2350 1.1691 -0.0172 -0.1361 0.0762
H 9.7067 -3.6695 1.7036 0.0817 0.0724 0.1058
H 7.4355 -3.3704 -0.1641 -0.1377 0.0057 0.0529
H 8.7070 -4.3406 -0.8716 -0.1764 -0.0247 -0.1965
H 10.1967 -2.6237 -1.0131 0.1743 -0.0331 0.0818
H 9.6286 -1.8397 0.4477 0.0210 0.1966 0.0522
H 9.2108 -0.6746 -1.8414 0.0776 0.0551 -0.0785
H 7.9744 -1.8939 -2.1075 0.0645 -0.0425 -0.1995
H 7.9428 -0.2219 0.4174 0.0963 0.0033 0.1078
H 6.6056 -1.0619 -0.3549 -0.0125 -0.1316 0.2470
H 6.4798 0.5191 -2.1384 -0.0735 -0.0626 -0.0866
H 8.0134 1.2243 -1.7013 0.0285 0.1417 -0.0947
H 6.1923 1.3590 0.5910 -0.1686 -0.0978 0.0792
H 7.0752 2.6218 -0.2125 0.1027 0.0092 0.1801
H 5.1285 3.4818 -0.8914 0.0276 0.1340 -0.0992
H 5.0592 2.1443 -2.0438 -0.0355 0.2265 -0.2003
H 4.0128 1.6964 0.7464 -0.0554 0.1578 0.1791
H 3.5535 0.9370 -0.7519 -0.0216 -0.1778 0.1450
H 2.4274 2.9401 -1.5514 -0.1332 -0.0901 -0.1077
H 3.0169 3.8454 -0.1881 -0.0653 0.1667 -0.0572
H 1.4749 3.0629 1.2888 -0.0502 -0.1322 0.2339
H 0.5591 3.0362 -0.1896 -0.0953 0.0956 0.0315
H 1.4364 0.5290 -0.3397 -0.2256 -0.0741 -0.1899
H -0.0332 0.9340 0.5104 -0.1668 0.0347 0.2015
H 1.9932 1.2361 2.4662 0.0732 0.0677 0.1241
H 2.6041 -0.0617 1.4757 0.1624 0.0470 0.0116
H 0.4445 -2.6185 2.0074 0.0616 -0.1910 -0.1698
H 0.6021 -1.5438 0.6432 0.1817 0.1690 -0.0373
H -1.7675 -1.9144 2.4607 -0.1375 0.4133 0.2121
H -1.6985 -0.6239 1.2310 -0.0341 0.2285 0.2529
H -2.2697 -3.4684 0.9424 -0.0771 -0.1895 -0.1278
H -0.9469 -3.0185 -0.0927 0.0995 0.0724 -0.1529
H -2.5655 -0.9706 -0.7125 -0.0198 0.1423 0.0984
H -3.8002 -2.0743 -0.1138 -0.1451 0.2326 0.0362
H -2.5345 -2.0143 -2.6974 0.2526 -0.1794 -0.2603
H -2.1561 -3.5706 -1.9040 0.1820 -0.0386 -0.1942
H -4.7600 -3.5290 -1.3582 0.0220 -0.2273 0.0944
H -4.1774 -4.0981 -2.9318 -0.0590 -0.2747 0.1777
H -4.6414 -1.1971 -2.9584 -0.0368 0.1389 0.1337
H -5.1437 -2.4266 -4.0851 -0.0854 -0.0092 -0.1146
H -6.1078 -2.1143 -2.6372 -0.1444 0.0151 -0.0587
C -8.3478 -6.3245 -5.6842 0.0213 -0.0049 0.0215
C -7.2368 -6.3182 -4.9534 -0.0350 -0.0071 -0.0122
C -6.1045 -5.4146 -5.2814 -0.0254 0.0452 0.0111
O -5.0931 -5.4089 -4.6173 0.0314 -0.1022 -0.0740
C -6.2621 -4.5158 -6.4534 -0.0234 0.0110 -0.0258
C -7.3735 -4.5226 -7.1837 0.0265 0.0015 0.0146
C -8.5043 -5.4273 -6.8572 0.0099 0.0035 0.0080
O -9.5177 -5.4342 -7.5221 -0.0266 -0.0057 -0.0232
H -9.1855 -6.9744 -5.4658 -0.0182 0.0125 -0.0216
H -7.0997 -6.9618 -4.0938 0.0313 0.0125 0.0081
H -5.4252 -3.8641 -6.6702 0.0160 -0.0077 0.0280
H -7.5106 -3.8772 -8.0418 -0.0291 -0.0061 -0.0041
C 0.9331 7.4600 0.8191 -0.0276 -0.0596 -0.0507
C 0.3972 6.4330 0.1629 -0.0082 0.0200 -0.2271
C 0.9472 5.9900 -1.1517 -0.0329 -0.3008 0.1916
O 0.4963 5.0225 -1.7293 0.0000 0.3476 -0.0491
C 2.0994 6.7471 -1.7054 -0.0264 0.0007 -0.0074
C 2.6219 7.7766 -1.0473 0.0494 -0.0079 -0.0381
C 2.0840 8.2104 0.2670 -0.0206 0.0081 0.0179
O 2.5724 9.1514 0.8575 0.0219 0.0518 0.0199
H 0.5543 7.7989 1.7753 0.0072 -0.0105 0.0071
H -0.4539 5.8831 0.5431 0.0418 -0.0701 0.0254
H 2.4870 6.4051 -2.6569 -0.0307 -0.0239 0.0006
H 3.4639 8.3420 -1.4262 0.0115 0.0157 0.0314
C -7.2607 -2.0279 2.6405 0.0039 -0.0117 -0.0086
C -6.1384 -2.6714 2.3298 -0.0088 0.0222 0.0135
C -6.1627 -3.8952 1.4880 0.0433 0.1399 0.0463
O -5.1412 -4.4779 1.2041 0.0336 -0.1384 -0.0532
C -7.4839 -4.3707 1.0022 -0.0305 -0.0028 -0.0010
C -8.6041 -3.7264 1.3142 0.0233 -0.0200 -0.0154
C -8.5806 -2.5037 2.1586 0.0365 0.0140 0.0089
O -9.6061 -1.9203 2.4388 -0.0417 0.0030 0.0061
H -7.2677 -1.1345 3.2515 -0.0179 0.0074 -0.0056
H -5.1630 -2.3413 2.6666 0.0190 -0.0168 -0.0209
H -7.4742 -5.2620 0.3875 0.0331 -0.0026 0.0003
H -9.5788 -4.0527 0.9741 -0.0169 0.0278 0.0126
C -0.3926 4.2589 4.2850 -0.0455 0.0351 -0.0425
C 0.0388 4.2783 5.5459 -0.0017 0.0289 -0.0142
C -0.1141 5.4809 6.3964 0.0203 -0.0977 -0.0362
O 0.2795 5.5108 7.5445 0.0040 0.0406 0.0320
C -0.7780 6.6679 5.7975 -0.0180 0.0892 0.0303
C -1.2149 6.6511 4.5439 0.0065 0.0439 -0.0518
C -1.0494 5.4454 3.6891 -0.0412 -0.0999 0.0990
O -1.4576 5.4458 2.5444 0.0278 0.1045 -0.0354
H -0.3044 3.3814 3.6568 0.0307 -0.0943 0.0438
H 0.5086 3.4195 6.0049 0.0083 -0.1138 -0.0688
H -0.8833 7.5331 6.4405 0.0131 -0.0157 0.0230
H -1.7044 7.5023 4.0858 -0.0092 -0.0228 -0.0249



2.
20
Properties=species:S:1:pos:R:3:forces:R:3 method="wB97M-V/def2-TZVPD" smiles="C=C(N)CCC.O" homo_lumo_gap_ev=9.566 de_lowest_kcal_mol=35.9 mol_weight_da=103.16 e_homo_ev=-8.78 total_energy_ha=-328.26157
C -1.9613 -0.4727 -0.6507 0.7266 1.2887 -0.5170
C -0.6390 -0.3526 -0.8635 -0.7244 -1.3785 -0.2132
N 0.0502 0.6057 -1.6919 -0.2506 -1.1605 1.3217
C 0.2552 -1.4615 -0.2878 -0.2781 0.5324 -1.0545
C 0.8259 -1.0839 1.0626 0.5175 0.4752 2.0360
C 1.9655 -0.0481 1.2058 0.2519 -0.8209 -0.7090
H -2.3584 -1.4227 -0.3351 -0.1267 0.1933 0.5755
H -2.6091 0.3796 -0.8498 -0.2034 -0.4339 -0.2871
H 0.8730 0.0527 -1.9034 0.4200 0.8631 -0.5035
H -0.4529 0.7665 -2.5516 -0.1606 0.1365 -0.0024
H -0.3199 -2.3783 -0.1470 -0.2553 0.2031 -0.0677
H 0.9511 -1.7064 -1.1145 0.4569 -0.0425 0.8225
H 0.0461 -0.6607 1.7360 -0.2188 -0.1960 -0.8892
H 1.0622 -1.9672 1.6671 0.3844 -0.2165 -0.4940
H 2.9401 -0.3845 0.8405 -0.1430 -0.2997 -0.2407
H 1.7194 0.8306 0.6255 -0.0546 0.5115 0.2182
H 2.1512 0.1701 2.2557 -0.3417 0.3046 0.0030
O -0.7436 2.3322 0.9889 -0.1171 0.7635 0.6602
H -0.6191 2.4234 0.0475 0.1548 -0.3112 -0.4208
H -0.7302 1.4008 1.1946 -0.0380 -0.4123 -0.2381



3.
144
Properties=species:S:1:pos:R:3:forces:R:3 method="wB97M-V/def2-TZVPD" homo_lumo_gap_ev="4.815 / 5.844" total_charge=+2 de_lowest_kcal_mol=4.0 mol_weight_da=1283.62 e_homo_ev="-9.97 / -11.08" s_squared=2.021 total_energy_ha=-4206.79922 multiplicity=3
W -0.8560 0.3838 0.3655 -0.2857 0.0788 0.9609
O -3.5665 4.5180 5.4397 -0.0694 -0.0474 0.0015
C -4.2910 3.3753 5.0344 0.1300 0.0736 0.0413
C -3.4792 2.6314 4.0187 0.1257 0.1398 0.0839
C -4.0332 1.6105 3.2745 -0.1438 -0.1992 0.0331
C -3.2606 0.9605 2.3386 -0.2730 -0.3202 0.1068
N -1.9899 1.2734 2.1075 0.2981 -0.0900 -0.5194
C -1.4415 2.2368 2.8442 0.3226 0.2612 0.0500
C -2.1413 2.9361 3.7982 -0.1142 0.2067 0.2100
C -0.0501 2.5556 2.5015 -0.2888 0.0320 0.3921
C 0.8044 3.1670 3.4003 0.0160 0.1482 0.1949
C 2.1072 3.4367 3.0352 -0.0237 0.1129 0.1050
C 3.0913 4.0559 3.9961 -0.1144 -0.0224 0.0949
O 2.5969 4.1934 5.3058 -0.0383 -0.0248 -0.1228
C 2.4691 3.1428 1.7271 0.0811 -0.0088 -0.0800
C 1.5591 2.5313 0.8993 0.1953 0.2145 -0.3780
N 0.3228 2.1953 1.2762 -0.0881 -0.3835 -0.3817
H -4.0747 5.0011 6.0978 -0.0035 0.0024 0.0158
H -5.2564 3.6345 4.5939 -0.0571 0.0620 -0.0455
H -4.4822 2.7011 5.8756 -0.0178 -0.0260 0.0587
H -5.0662 1.3107 3.4071 0.0390 0.0241 -0.0432
H -3.6599 0.1561 1.7477 -0.0759 -0.0548 -0.0690
H -1.6788 3.7464 4.3431 -0.0285 -0.0489 0.0060
H 0.4585 3.4132 4.3946 0.0390 -0.0209 -0.0311
H 3.3231 5.0618 3.6436 0.0312 0.0490 0.0119
H 4.0212 3.4811 3.9684 0.0444 -0.0377 -0.0052
H 2.5782 3.3319 5.7368 0.0692 -0.0026 0.0172
H 3.4608 3.3740 1.3553 -0.0552 -0.0118 -0.0084
H 1.8149 2.3245 -0.1282 0.0535 -0.0533 0.0045
C 5.9572 -3.1085 -0.2400 -0.0965 0.0383 -0.0066
C 6.0498 -1.6970 0.3186 0.0038 0.1248 -0.0650
N 4.7971 -0.9338 0.1065 0.2297 -0.2281 -0.2314
C 3.9123 -0.8816 1.1058 0.0595 -0.1042 0.2991
C 2.6128 -0.4862 0.9641 0.1607 0.2278 -0.1700
C 1.7382 -0.3218 2.1658 0.2937 0.0228 0.1562
O 2.2676 -0.2204 3.2585 -0.1495 -0.0506 0.0028
O 0.4844 -0.3083 1.9077 -0.6223 0.2591 0.2850
C 2.1352 -0.1626 -0.3136 0.2964 -0.4667 0.2817
O 0.9405 0.1469 -0.5587 0.6515 0.2748 -0.7154
C 3.0833 -0.1718 -1.4050 0.1289 -0.0171 0.1517
C 2.6883 0.1632 -2.7048 -0.1572 0.0120 0.0329
C 3.6118 0.2220 -3.6999 0.1195 -0.0522 -0.0435
F 3.1850 0.4586 -4.9509 -0.0067 0.0651 -0.0843
C 4.9902 0.0210 -3.4623 -0.0610 0.1462 -0.0952
C 5.3608 -0.3685 -2.1915 0.1460 -0.1594 0.0955
C 4.4231 -0.5044 -1.1617 -0.0193 -0.0868 0.0071
N 5.9851 0.2515 -4.4361 0.0726 -0.1564 -0.1589
C 5.6569 0.9117 -5.7045 0.1317 -0.0482 0.1336
C 6.9725 1.3220 -6.3953 -0.0524 -0.0435 0.1054
N 8.0562 1.3670 -5.3531 -0.1336 -0.1461 -0.1189
C 8.3699 -0.0243 -4.8747 -0.0358 -0.0403 0.0226
C 7.0371 -0.7485 -4.6212 -0.1311 0.1354 -0.1094
H 6.8837 -3.6479 -0.0428 -0.0238 0.0320 -0.0012
H 5.7838 -3.1006 -1.3175 0.0038 -0.0214 0.0236
H 5.1383 -3.6533 0.2331 0.0386 0.0039 -0.0261
H 6.8809 -1.1499 -0.1205 0.0208 0.0700 0.0283
H 6.2231 -1.7207 1.3910 -0.0222 0.0452 0.0396
H 4.2734 -1.1869 2.0823 -0.0970 0.0436 -0.0138
H 1.6417 0.3430 -2.9241 0.0448 0.0413 0.0345
H 6.4068 -0.5514 -1.9867 -0.0591 0.0649 0.0199
H 5.0552 1.7924 -5.5018 -0.0088 0.0408 0.0320
H 5.0959 0.2721 -6.3867 -0.0262 -0.0351 -0.0420
H 6.8872 2.2975 -6.8629 0.0421 0.0727 -0.0025
H 7.2896 0.6050 -7.1481 0.0582 -0.0407 0.0033
H 7.6992 1.9000 -4.5594 0.0260 0.0599 0.0664
H 8.8949 1.8303 -5.6982 0.0461 0.0221 -0.0570
H 8.9798 0.0635 -3.9789 -0.0156 0.0676 0.0341
H 8.9524 -0.5189 -5.6476 0.0499 0.0451 -0.0435
H 7.1344 -1.3779 -3.7447 -0.0278 -0.0406 0.0234
H 6.7943 -1.4041 -5.4635 0.0005 -0.0198 -0.0307
C -5.7028 3.7215 -0.0979 0.0040 0.0206 0.0194
C -4.3989 3.9347 0.3293 -0.0219 0.0157 0.0455
C -3.4469 2.9403 0.1935 0.0039 -0.0262 0.0866
C -3.7649 1.7117 -0.3796 0.0090 -0.1467 0.1060
C -5.0796 1.4975 -0.8016 0.0177 -0.1037 0.0646
C -6.0323 2.4964 -0.6603 -0.0148 -0.0285 -0.0392
N -2.7796 0.6738 -0.5411 -0.3985 0.4576 0.1762
N -3.1745 -0.2102 -1.4281 0.0459 -0.2506 -0.3992
C -2.2762 -1.1467 -1.7518 -0.1737 0.0855 -0.2271
C -2.6236 -2.1280 -2.7042 0.0124 0.1173 -0.2830
C -1.7450 -3.1319 -2.9837 0.0636 0.0197 -0.1622
C -0.5042 -3.1646 -2.3238 0.0038 -0.0416 -0.1050
C -0.2016 -2.1531 -1.4568 0.1921 0.0436 -0.1886
N -1.0452 -1.1423 -1.1883 -0.4232 0.3397 0.1532
H -6.4497 4.4993 0.0060 0.0425 -0.0390 -0.0226
H -4.1128 4.8864 0.7639 -0.0050 -0.0484 -0.0412
H -2.4382 3.1484 0.4999 0.1056 -0.0075 0.0921
H -5.3434 0.5406 -1.2268 -0.0265 0.0328 -0.0319
H -7.0443 2.3128 -1.0026 0.0503 -0.0107 0.0373
H -3.5995 -2.0551 -3.1652 0.0780 -0.0123 0.0461
H -2.0023 -3.9039 -3.6996 -0.0042 0.0340 0.0430
H 0.2032 -3.9663 -2.4823 -0.0005 0.0275 0.0133
H 0.7531 -2.1273 -0.9624 0.0360 -0.0800 0.0950
C -1.4968 -2.8308 4.1259 0.0204 -0.0402 0.0172
C -2.8132 -2.9482 3.3377 0.0708 0.1168 0.1087
C -3.8319 -2.0160 3.9973 -0.1279 -0.0479 -0.0561
C -3.3563 -4.3847 3.4386 0.0082 0.0017 -0.0149
Si -2.4350 -2.6072 1.5094 0.1379 -0.0662 -0.1384
O -1.7859 -1.1117 1.2340 -0.3250 -0.0021 -0.1618
C -1.1096 -3.8778 1.0857 0.0526 -0.1875 -0.0214
C 0.2308 -3.5180 1.2616 0.0448 -0.0707 0.0702
C 1.2606 -4.4352 1.0952 -0.0452 -0.0199 -0.0412
C 0.9713 -5.7488 0.7461 -0.0162 0.0015 -0.0200
C -0.3523 -6.1377 0.5854 -0.0411 0.0438 -0.0143
C -1.3777 -5.2138 0.7630 0.0726 0.0456 -0.0293
C -3.9565 -2.8355 0.4362 -0.1499 -0.1096 -0.0431
C -3.9499 -3.6865 -0.6737 -0.1791 -0.1000 0.1615
C -5.0796 -3.8592 -1.4664 -0.0327 -0.0087 0.0917
C -6.2526 -3.1827 -1.1647 0.0498 -0.0123 -0.0025
C -6.2867 -2.3258 -0.0712 0.0531 -0.0021 0.0023
C -5.1532 -2.1578 0.7115 0.0087 -0.0005 -0.0286
H -1.6893 -2.9867 5.1940 0.0166 0.0034 -0.0624
H -1.0380 -1.8428 4.0048 -0.0402 -0.0413 0.0202
H -0.7658 -3.5782 3.8084 -0.0421 0.0349 0.0340
H -3.9827 -2.3295 5.0369 -0.0006 0.0218 -0.0525
H -4.8099 -2.0455 3.5076 0.0806 0.0000 0.0698
H -3.4759 -0.9891 4.0214 0.0214 0.1310 0.0037
H -3.6319 -4.5963 4.4781 0.0320 0.0050 -0.0636
H -2.6135 -5.1264 3.1385 -0.0256 0.0302 0.0149
H -4.2514 -4.5278 2.8230 0.0563 0.0188 0.0666
H 0.4610 -2.5028 1.5633 -0.0058 -0.0715 -0.0347
H 2.2916 -4.1343 1.2586 -0.0455 0.0035 0.0039
H 1.7695 -6.4714 0.6180 -0.0435 0.0282 0.0161
H -0.5890 -7.1664 0.3369 0.0131 0.0663 0.0086
H -2.4039 -5.5496 0.6532 0.0744 -0.0050 0.0326
H -3.0452 -4.2229 -0.9350 -0.1162 0.0342 0.0645
H -5.0424 -4.5260 -2.3208 -0.0133 0.0047 0.0331
H -7.1384 -3.3276 -1.7713 0.0347 0.0131 0.0144
H -7.1998 -1.7983 0.1781 0.0333 -0.0032 -0.0153
H -5.2202 -1.4878 1.5618 0.0273 0.0067 -0.0344
Cl -3.3890 7.1182 -2.4960 0.0200 -0.0232 0.0023
C -2.5702 5.6140 -2.2168 0.0361 0.0183 0.0242
C -2.9662 4.4773 -2.8983 -0.0409 -0.0811 -0.0699
C -2.3269 3.2740 -2.6396 -0.0745 -0.0092 -0.1463
C -1.2909 3.1797 -1.7142 -0.0900 -0.1467 -0.0047
C -0.6285 1.8657 -1.4525 0.0536 -0.1601 0.1837
C -0.8828 4.3536 -1.0802 0.0724 0.0398 -0.0101
C -1.5159 5.5638 -1.3171 0.0383 0.0178 0.0429
H -3.7679 4.5348 -3.6242 0.0100 -0.0144 0.0676
H -2.6533 2.3787 -3.1622 0.0086 0.0642 0.0488
H 0.4450 2.0475 -1.4493 0.0274 -0.0372 -0.0591
H -0.8433 1.1969 -2.2859 0.0743 -0.0790 -0.0896
H -0.0625 4.3224 -0.3704 -0.0217 0.0287 -0.0183
H -1.1982 6.4680 -0.8119 -0.0156 -0.0505 -0.0168